Record 1
{
  "formula": "C3H3NO",
  "method": "ωB97M-V/def2-TZVPD",
  "lumo_energy_ev": -0.127,
  "multiplicity": 1,
  "homo_lumo_gap_ev": 9.184,
  "charge": 0,
  "elements": ["C", "C", "C", "H", "H", "H", "N", "O"],
  "coordinates": [[-0.5804, 0.0310, -0.6001], [-0.3640, 0.9165, 0.3828], [-0.5037, 1.5493, 1.3683], [2.0898, -1.8690, -1.1635], [-1.6055, -0.1129, -0.9143], [-0.6762, 1.9020, 2.4054], [0.1709, -1.0844, -1.0698], [1.4691, -1.3325, -0.4088]],
  "forces_ev_per_a": [[2.9970, -7.4937, -3.9066], [0.7266, 0.5541, 0.6574], [-0.4025, 1.6131, 3.8874], [-3.0558, 2.1992, 2.9076], [0.0488, 0.2816, -0.6472], [0.4107, -0.0829, -1.5947], [-1.1437, 3.4923, 2.2100], [0.4189, -0.5638, -3.5139]]
}



Record 2
{
  "formula": "C3H3NO",
  "method": "ωB97M-V/def2-TZVPD",
  "lumo_energy_ev": 0.411,
  "multiplicity": 1,
  "homo_lumo_gap_ev": 10.908,
  "charge": 0,
  "elements": ["O", "C", "C", "C", "N", "H", "H", "H"],
  "coordinates": [[0.7969, -0.7509, -1.1264], [0.7676, 0.3650, -0.6607], [-0.2827, 0.5204, 0.4013], [-0.5119, -0.9854, 0.5502], [-0.8767, -2.0756, 0.6885], [1.5012, 1.1000, -1.0026], [-1.2458, 0.8028, -0.0292], [-0.0729, 1.2461, 1.2201]],
  "forces_ev_per_a": [[1.2767, 0.7921, -1.2271], [0.2778, -0.7868, -0.7852], [-0.3504, -1.0984, -0.1289], [-1.4853, 0.0764, 2.3165], [0.3989, 1.1755, 0.0590], [-0.2336, 0.5166, 0.1880], [0.1476, 0.5754, -0.3027], [-0.0319, -1.2508, -0.1195]]
}



Record 3
{
  "formula": "C3H3NO",
  "method": "ωB97M-V/def2-TZVPD",
  "lumo_energy_ev": 1.055,
  "multiplicity": 1,
  "homo_lumo_gap_ev": 10.663,
  "charge": 0,
  "elements": ["O", "C", "C", "N", "C", "H", "H", "H"],
  "coordinates": [[0.6061, 1.1162, 0.1033], [-0.7237, 0.7488, 0.2157], [-0.7634, -0.5936, 0.1173], [0.4903, -1.1145, -0.0535], [1.2442, -0.0611, -0.0184], [-1.4993, 1.1160, -0.4148], [-1.6771, -1.1722, 0.1080], [2.3228, -0.0397, -0.0575]],
  "forces_ev_per_a": [[-0.3702, -0.1831, -0.3162], [0.0948, -1.0009, -0.9308], [-0.1649, -0.6379, 0.2484], [0.6501, 0.0375, 0.5681], [0.1485, -0.2272, 0.0405], [-0.5324, 2.1032, 0.4596], [0.2411, -0.1695, -0.1013], [-0.0669, 0.0779, 0.0318]]
}



Record 4
{
  "formula": "C3H3NO",
  "method": "ωB97M-V/def2-TZVPD",
  "lumo_energy_ev": [0.688, -2.662],
  "multiplicity": 3,
  "homo_lumo_gap_ev": [5.495, 8.286],
  "charge": 0,
  "elements": ["C", "C", "C", "N", "O", "H", "H", "H"],
  "coordinates": [[2.4588, -0.5641, 0.1870], [1.4473, -0.0849, -0.2436], [-2.1642, 0.6847, 0.3950], [-1.4986, -0.0195, -0.3074], [-2.6773, 1.5368, 0.9425], [3.4075, -0.9972, 0.4262], [0.4751, 0.2296, -0.4924], [-1.4486, -0.7855, -0.9073]],
  "forces_ev_per_a": [[9.4980, -4.9015, 5.5770], [-8.5636, 4.3534, -5.4055], [1.4378, -1.7713, -2.7643], [0.0414, 0.7751, 0.9896], [-1.6284, 2.0054, 2.2169], [-0.0505, 0.2647, -0.5859], [-0.3242, 0.3352, 0.4660], [-0.4105, -1.0609, -0.4937]]
}



Record 5
{
  "formula": "C3H3NO2",
  "method": "ωB97M-V/def2-TZVPD",
  "lumo_energy_ev": 0.500,
  "multiplicity": 1,
  "homo_lumo_gap_ev": 10.274,
  "charge": 0,
  "elements": ["C", "C", "C", "N", "O", "O", "H", "H", "H"],
  "coordinates": [[1.0014, -0.2739, 0.9357], [0.6707, 0.6094, 0.1607], [-1.9385, 0.6316, 1.4707], [-1.9608, 0.0652, 0.4407], [-1.9976, 1.0159, 2.5729], [-2.0026, 0.3454, -0.8600], [1.6223, -1.0400, 1.2326], [0.1330, 1.2814, -0.5323], [-1.6050, -0.5087, -1.1671]],
  "forces_ev_per_a": [[-0.3225, 2.5510, -2.6037], [-0.3297, -0.6238, 0.4542], [-0.5935, 1.2581, 1.6073], [-0.7645, -1.6588, 0.3499], [0.2652, 0.1587, 0.2729], [0.7297, -1.0120, -1.6107], [0.6492, -1.2411, 1.1198], [0.8746, -0.6019, 0.9689], [-0.5085, 1.1699, -0.5586]]
}



Record 6
{
  "formula": "C3H3NO2",
  "method": "ωB97M-V/def2-TZVPD",
  "lumo_energy_ev": 0.004,
  "multiplicity": 1,
  "homo_lumo_gap_ev": 9.688,
  "charge": 0,
  "elements": ["O", "C", "O", "C", "C", "N", "H", "H", "H"],
  "coordinates": [[1.5492, -0.8493, 0.5760], [1.8328, 0.2006, -0.1009], [0.7397, 0.4663, -0.7076], [0.1536, -0.6649, 0.0867], [-3.2278, 0.9276, -0.2221], [-2.3238, 0.5166, 0.4039], [2.7414, 0.7894, -0.0727], [-0.0441, -1.4670, -0.6340], [-1.4210, 0.0808, 0.6707]],
  "forces_ev_per_a": [[0.1935, 0.1553, -0.0447], [0.0193, -0.0285, -0.0101], [0.2186, 0.0329, 0.0380], [-0.1697, -0.2520, -0.0689], [0.7812, -0.3394, 0.6906], [-1.0614, 0.4685, -0.6762], [-0.0509, -0.0427, 0.0064], [0.0665, 0.0272, 0.0760], [0.0029, -0.0213, -0.0112]]
}



Record 7
{
  "formula": "C3H3NO2",
  "method": "ωB97M-V/def2-TZVPD",
  "lumo_energy_ev": -0.015,
  "multiplicity": 1,
  "homo_lumo_gap_ev": 9.766,
  "charge": 0,
  "elements": ["O", "C", "O", "C", "C", "N", "H", "H", "H"],
  "coordinates": [[-1.1114, 0.7790, -1.1374], [-0.0519, 0.5176, -1.8048], [0.8624, 0.4770, -0.9140], [-0.2489, 0.6540, 0.0828], [0.6612, -2.1290, 2.8380], [0.1587, -1.4606, 2.0156], [0.0322, 0.2754, -2.8588], [-0.1342, 1.6698, 0.4796], [-0.1682, -0.7832, 1.2990]],
  "forces_ev_per_a": [[0.0645, -0.0603, -0.1682], [-0.0168, 0.0019, -0.0625], [-0.0089, -0.0008, -0.1662], [-0.0199, 0.1834, 0.2521], [-0.5313, 0.6058, -0.8019], [0.5186, -0.6982, 0.8643], [-0.0198, 0.0268, 0.1136], [-0.0260, -0.0762, -0.0491], [0.0395, 0.0177, 0.0178]]
}



Record 8
{
  "formula": "C3H3NO2",
  "method": "ωB97M-V/def2-TZVPD",
  "lumo_energy_ev": -0.799,
  "multiplicity": 1,
  "homo_lumo_gap_ev": 9.712,
  "charge": 0,
  "elements": ["C", "C", "C", "N", "O", "O", "H", "H", "H"],
  "coordinates": [[0.3446, -0.2137, 0.0656], [-0.8492, -0.0745, -0.1390], [1.8028, -0.0361, 0.0148], [-2.2279, -0.0632, -0.0391], [-2.7692, 1.0429, -0.1502], [-2.7807, -1.1314, 0.2249], [2.3390, -0.7688, -0.6837], [1.8144, 1.0546, -0.3026], [2.3263, 0.1903, 1.0093]],
  "forces_ev_per_a": [[-1.3427, 0.2080, -0.4976], [2.4902, -0.6566, 0.6610], [0.5784, 1.8168, 0.3084], [-1.2904, 0.2917, 0.5459], [0.3257, -1.3425, -0.0141], [0.3118, 1.1320, -0.4670], [-0.7364, 1.2849, 1.2138], [0.5633, -1.3077, -0.7002], [-0.9000, -1.4267, -1.0501]]
}